[1]
Molecular formula: C6H26NO8
Method: DFT, ωB97M-V with the def2-TZVPD basis set

```
41
Properties=species:S:1:pos:R:3:forces:R:3
H 0.44175 3.31383 2.49656 -0.282 -0.055 0.507
O -2.83618 -2.78703 -0.06275 0.513 0.893 -0.752
H 1.84002 -0.47103 -2.48608 0.351 0.074 0.124
O -2.13610 3.31273 0.64607 0.406 -0.240 -0.326
H -0.06867 -1.73865 -2.09521 0.549 0.563 -0.445
O 1.46024 -2.06103 1.75727 1.188 0.120 0.452
H -2.90460 3.80078 0.33735 0.086 0.168 0.134
O -1.26878 -1.92039 1.86087 -0.384 -0.501 -0.932
H -0.30927 3.83224 1.25811 -0.732 0.039 -0.016
H -2.70805 -3.30524 -0.86647 -0.228 -0.473 0.282
N 1.16623 0.19332 0.16214 -2.031 3.764 -1.840
H -2.23514 2.43047 0.16344 -0.263 0.584 0.515
O 2.63594 -3.01667 -0.34212 1.034 0.777 -0.981
H -0.63092 0.29641 1.37494 0.097 -0.175 -1.027
H -3.52323 1.02944 -0.97689 -0.015 0.078 -0.007
H -0.32635 1.10300 -1.07494 -0.081 -0.179 0.182
H 0.50271 -2.10165 1.89353 -0.783 0.144 -0.188
H 0.66279 0.52465 2.27762 1.257 0.634 -0.261
H 2.47737 1.74039 0.70239 -0.740 0.350 -0.430
H -1.41913 -1.30776 1.12599 0.084 0.488 0.464
H 1.67151 -1.36235 1.12283 -0.511 -0.143 0.458
H -2.46390 -1.88382 -0.50894 -0.534 -1.129 0.281
H 1.11074 0.96353 -3.14120 -0.399 -0.047 0.303
O 0.55969 3.76210 1.66599 0.825 0.217 -0.508
H -1.75179 -2.63944 1.36214 0.094 -0.121 0.739
H 2.23466 -2.78367 0.50644 -0.434 -1.134 0.119
C 2.47475 1.36324 -1.51138 1.445 -0.665 0.206
O -1.79607 -0.94570 -1.37955 0.960 0.667 0.234
O -2.76952 1.08268 -0.38315 0.400 -0.842 0.161
H 3.17644 0.33008 0.42337 0.273 -0.176 -1.111
C 1.44184 0.50485 -2.20533 -0.676 0.113 -0.347
C 0.35722 0.25382 -1.16920 1.009 -1.416 0.410
H 3.42800 1.06080 -1.93554 0.345 0.276 0.148
H -2.25521 0.18150 -0.60204 -0.689 0.719 -0.648
H 2.44748 2.45216 -1.54114 -0.658 -0.075 -0.440
H 2.30516 -3.82508 -0.72344 -0.362 -0.224 0.354
C 2.38927 0.95329 -0.06215 1.334 -1.286 2.203
C 0.36480 0.73789 1.24928 -1.846 -1.360 1.048
H 0.14994 1.76854 0.96505 0.531 0.218 0.454
C -0.40472 -1.08436 -1.28471 -1.931 -0.640 -0.100
H -0.23420 -1.72663 -0.42562 0.799 -0.002 0.581
```
Forces are in eV/Å.

- F_max: 4.66 eV Å⁻¹
- ΔE to the lowest compared entry with this formula, charge and spin: 0.0 kJ/mol
- Molecular weight: 240.27 g mol⁻¹
- Highest occupied orbital energy (spin up / spin down): -9.28 / -9.17 eV
- LUMO level (spin up / spin down): 0.40 / -4.25 eV
- Multiplicity: 2
- Calculated total energy: -900.7260 a.u.

Results of the Löwdin charge analysis, in e, for atoms 1 through 6: H 0.03; O -0.15; H 0.12; O -0.11; H 0.13; O -0.05

=====

[2]
Molecular formula: C6H26O7
Method: DFT, ωB97M-V with the def2-TZVPD basis set

```
39
Properties=species:S:1:pos:R:3:forces:R:3
H -8.81072 10.92544 18.15273 0.235 -0.236 0.253
O -7.60354 13.72077 17.29490 0.112 0.244 0.461
C -7.43345 9.31293 17.53701 -1.215 -0.675 0.108
H -5.38600 13.84604 15.49181 0.106 0.114 -0.042
C -5.47392 13.27136 16.40992 -0.249 0.178 -0.462
H -7.03115 8.85991 15.55819 -0.004 -0.472 -0.219
O -10.83077 13.55456 13.10389 -0.139 -0.029 0.305
H -8.55818 10.90136 16.44828 0.583 -0.135 -0.030
H -10.21251 13.41889 13.83906 0.015 0.100 -0.380
H -8.24502 14.95893 12.50862 -0.205 -0.143 -0.270
H -7.45326 13.98670 14.16871 -0.135 -0.313 0.146
H -5.80343 12.25888 18.86246 -0.149 0.001 -0.355
H -6.93939 16.40968 13.03093 0.089 0.051 0.131
O -7.72482 8.62799 18.77441 0.818 0.471 0.147
H -8.13621 15.95438 11.34266 -0.119 -0.112 -0.171
O -6.58980 15.79674 13.68874 -0.323 0.295 0.117
C -7.30667 8.25948 16.43753 0.057 1.708 -0.593
H -6.86534 8.42403 19.16065 -0.239 -0.215 0.157
H -8.28368 7.82536 16.24101 0.134 -0.395 0.111
H -10.59957 14.41802 12.74582 0.089 -0.096 -0.060
H -9.56591 9.72586 17.11486 0.178 -0.480 0.378
H -6.08721 12.39654 16.18400 -0.162 0.066 -0.024
H -8.07540 13.95656 18.10423 -0.182 -0.058 -0.254
H -6.14142 15.08474 17.66975 0.650 -0.034 -0.522
C -8.62640 10.24394 17.32286 -0.322 0.619 -0.790
O -3.91062 15.14448 13.70451 -0.391 0.225 -0.241
H -6.42447 13.69425 19.66637 0.185 -0.002 0.115
H -3.35577 15.56803 13.04136 -0.008 -0.078 0.077
C -5.76935 13.34858 18.85929 -0.223 0.440 0.410
H -6.50093 9.88621 17.58058 -0.051 0.031 0.316
H -6.50955 7.54464 16.61873 -0.158 -0.192 0.143
H -7.01142 16.06454 14.51896 0.148 -0.022 -0.087
C -6.19964 13.99981 17.54878 -0.105 -1.645 0.237
O -8.25039 13.55845 14.51269 0.156 0.063 0.422
H -4.82425 15.44403 13.51008 0.690 -0.212 0.241
H -4.74311 13.63976 19.08800 -0.038 0.082 0.078
H -8.11034 13.49709 15.48154 -0.049 0.114 -0.425
H -4.50215 12.83049 16.62919 0.154 0.575 0.377
O -8.67514 15.23386 11.68556 0.068 0.166 0.192
```
Forces are in eV/Å.

- F_max: 1.81 eV Å⁻¹
- ΔE to the lowest compared entry with this formula, charge and spin: 136.6 kJ/mol
- Molecular weight: 210.27 g mol⁻¹
- Highest occupied orbital energy: -10.12 eV
- LUMO level: -0.17 eV
- Multiplicity: 1
- SMILES: CC(C)O.CC(C)O.O.O.O.O.O
- Calculated total energy: -770.8502 a.u.

Results of the Löwdin charge analysis, in e, for atoms 1 through 6: H 0.07; O -0.10; C -0.48; H 0.05; C -0.04; H 0.08

=====

[3]
Molecular formula: C6H26O9
Method: DFT, ωB97M-V with the def2-TZVPD basis set

```
41
Properties=species:S:1:pos:R:3:forces:R:3
H -2.00570 1.49109 2.84614 0.662 0.217 -0.590
H 0.16304 -1.97721 -1.64467 -0.246 -0.008 0.227
H -1.87300 -3.02937 -0.34782 -0.105 -0.244 0.012
H -1.59269 -0.96953 0.24159 -0.976 -0.425 -0.412
C -1.98593 0.82160 1.95342 0.821 3.196 1.121
H -0.49935 -0.23434 2.99547 0.063 -0.137 -1.404
H -3.22310 -1.89268 -1.65937 -0.558 -0.902 0.295
H 0.88416 0.06798 -1.57629 -0.387 -2.337 -1.151
O 3.90198 -0.05650 1.00957 1.863 1.025 1.007
O -2.66269 -1.22278 -2.01163 0.214 1.832 -0.184
H -3.31024 2.08615 0.64358 -0.021 0.773 1.179
H 0.31267 0.62197 1.70799 -0.774 0.305 -0.503
C -1.28102 2.68289 0.22505 0.158 -0.872 -0.694
O 1.42856 0.78665 -1.40314 -2.033 3.698 1.939
C -2.31219 1.64072 0.70222 -0.503 0.984 0.157
H 2.55997 -1.33328 -0.52152 0.161 0.333 0.599
O -0.10856 2.57902 0.51834 -0.486 0.662 0.062
H -0.67116 -3.20741 0.75980 1.457 0.750 0.207
H 2.32408 0.83323 -1.57822 2.438 -1.222 -0.957
H -1.57757 3.52134 -0.49778 -0.094 -0.929 0.852
O 2.96068 -1.72093 -1.29508 -1.281 0.214 -1.294
H -2.64039 0.93821 -0.01997 0.957 -0.982 -1.835
H 2.12411 2.32863 0.83670 -0.111 -0.258 0.130
H 1.05673 -2.42427 -2.77349 -1.910 1.195 0.149
H 3.71748 -2.18988 -1.01051 1.171 -0.604 0.654
H 4.84611 0.13054 1.23586 -0.585 -1.063 -0.708
H -2.86833 0.29684 2.27920 -0.048 -1.432 -0.614
O 0.60621 4.08816 -2.44361 1.735 -1.258 2.644
H 1.16497 3.95954 -1.58848 -1.363 1.061 -1.886
H 0.54116 3.12914 -2.58004 -0.431 0.059 -0.665
C -0.89640 -1.14033 1.02545 3.452 -0.398 1.539
H 0.65075 -2.40786 1.79410 1.189 -0.120 1.289
H -2.02640 -1.67436 -2.55729 0.431 -0.317 -0.372
O -2.65435 -3.42344 -0.74436 -0.342 0.563 -0.445
O 2.60032 2.07037 1.64053 -0.029 0.473 -0.367
H 2.14580 2.52002 2.34541 -0.261 0.241 0.411
O 0.16442 -1.95792 -2.60876 2.152 -1.133 -0.134
C -0.17049 -2.28432 1.17231 -4.038 0.239 -1.979
H -2.77299 -4.30386 -0.43236 0.113 -0.935 0.531
H 3.60233 0.76836 1.45636 -1.085 -0.538 -0.479
C -0.62299 0.08784 1.90528 -1.371 -1.705 1.670
```
Forces are in eV/Å.

- F_max: 4.64 eV Å⁻¹
- ΔE to the lowest compared entry with this formula, charge and spin: 492.1 kJ/mol
- Molecular weight: 242.26 g mol⁻¹
- Highest occupied orbital energy: -9.66 eV
- LUMO level: 0.45 eV
- Multiplicity: 1
- SMILES: C=CCCCC=O.O.O.O.O.O.O.O.O
- Calculated total energy: -921.2600 a.u.

Results of the Löwdin charge analysis, in e, for atoms 1 through 6: H 0.11; H 0.00; H -0.01; H 0.06; C -0.21; H 0.13

=====

[4]
Molecular formula: C6H27N5O7
Method: DFT, ωB97M-V with the def2-TZVPD basis set

```
45
Properties=species:S:1:pos:R:3:forces:R:3
H -1.75366 -5.86009 -5.72177 -0.321 0.118 0.800
C 3.97803 6.54974 4.23901 0.550 0.987 -2.271
H -3.59758 -5.20190 -4.55220 -0.057 0.026 -0.339
O 0.76221 1.56901 4.10410 -0.146 0.108 0.295
O -2.55837 2.08295 6.41611 -0.118 0.180 0.154
C -3.35154 -4.15178 -4.70973 -1.029 1.430 1.158
H -3.77006 3.34244 -2.23722 0.078 0.241 0.294
O 4.55138 0.75102 2.30282 -0.253 -0.150 0.135
H -0.23209 -4.79942 -3.40037 0.250 0.471 0.330
H 1.69198 1.42113 3.93122 0.293 -0.103 -0.045
H 0.35390 1.56725 3.23836 -0.164 0.018 -0.282
H -2.97909 4.15466 -0.92840 0.069 -0.396 -0.105
C -0.66334 -3.41443 -1.30676 -0.430 -0.318 0.781
H 4.59337 0.90268 1.35864 -0.039 0.079 -0.265
H -1.50676 -2.97555 -4.86670 0.196 -0.176 0.277
N 2.78362 6.39077 3.66598 -1.006 0.452 -0.866
H 4.36043 -3.56631 1.11195 0.100 -0.083 -0.203
C -1.84728 -3.98522 -4.63714 -0.753 -3.334 0.915
H -1.71184 1.95965 5.98668 0.323 -0.013 -0.143
H 2.17659 5.63997 3.96249 -0.177 0.387 -0.743
O 4.79321 7.30580 3.70357 0.123 -0.214 1.197
H 0.32076 -3.07422 -1.62912 0.101 -0.070 -0.228
H -1.79025 -5.49473 -3.01210 -0.259 -0.022 0.108
H -3.06944 1.31373 6.16443 -0.141 -0.174 -0.043
H -1.86608 -4.47628 -6.53046 0.277 -0.312 -0.486
H 5.00754 5.90708 5.77142 -0.289 -0.632 0.180
C -1.28823 -4.56264 -3.27148 -1.073 2.301 -1.395
H -3.93846 -3.59846 -3.97661 0.095 0.188 0.338
H -1.03780 -2.72812 -0.54724 -0.027 0.115 -0.102
H 2.87210 6.83710 2.76428 -1.187 -0.532 -0.239
H -0.60590 -4.39655 -0.83747 0.467 -0.087 0.264
H -3.69288 -3.76113 -5.66836 -0.140 -0.404 -0.175
N -2.57206 1.27010 -2.14519 0.026 -1.121 -0.733
H 3.92493 -2.48220 2.07473 -0.019 0.317 0.108
O -1.61118 -3.50185 -2.33463 0.648 -0.771 -0.742
H -3.30416 1.36127 -2.83498 0.318 -0.347 0.195
H 5.43141 0.95660 2.61828 0.233 0.047 0.139
H -2.05109 0.40790 -2.07233 -0.171 0.324 0.006
C -2.34385 2.28687 -1.29460 2.339 -0.830 1.921
N 4.13504 5.76785 5.28209 1.449 -0.738 2.349
N -1.45362 -4.89576 -5.70948 2.054 0.878 -1.498
O 3.96906 -3.43320 1.97528 -0.072 -0.185 0.109
O -1.49475 2.33495 -0.40237 0.162 -0.969 -0.433
H 3.52257 4.97443 5.40646 0.511 0.261 0.391
N -3.13690 3.30504 -1.45121 -2.792 3.051 -1.109
```
Forces are in eV/Å.

- F_max: 4.28 eV Å⁻¹
- ΔE to the lowest compared entry with this formula, charge and spin: 218.5 kJ/mol
- Molecular weight: 281.31 g mol⁻¹
- Highest occupied orbital energy: -9.09 eV
- LUMO level: 0.12 eV
- Multiplicity: 1
- SMILES: COC[C@H](C)N.NC(N)=O.NC(N)=O.O.O.O.O
- Calculated total energy: -1045.2552 a.u.

Results of the Löwdin charge analysis, in e, for atoms 1 through 6: H 0.07; C -0.75; H 0.08; O -0.05; O -0.05; C -0.10

=====

Q: What is the molecular weight in the second record?
A: 210.27 g mol⁻¹

=====

Q: Which formula does entry 4 have?
A: C6H27N5O7

=====

Q: Look up the molecular weight of the first one.
A: 240.27 g mol⁻¹

=====

Q: Which of these has the highest calculated total energy?
A: C6H26O7